The following is a quantum chemistry calculation of a structure of composition C33H39CoN5O5, from OMol25.

Summary:
Highest occupied orbital energy (spin up / spin down) in Ha: -0.2211 / -0.2206
Multiplicity: 2
HOMO-LUMO gap (spin up / spin down) in eV: 3.7 / 3.7

```
83
C33H39CoN5O5 ωB97M-V/def2-TZVPD
Co -0.41 0.22 -0.69
O 0.05 3.01 -2.07
C -0.47 4.03 -1.25
C -0.59 3.63 0.22
N -1.17 2.32 0.43
C -0.82 1.52 1.61
C 1.44 0.67 0.80
O 2.36 0.52 1.57
O 1.44 0.98 -0.44
C -2.60 2.29 0.15
C -3.18 0.89 -0.16
O -4.39 0.78 -0.05
O -2.36 -0.02 -0.54
H 0.75 2.54 -1.60
H -1.45 4.29 -1.67
H 0.14 4.94 -1.29
H -1.15 4.43 0.74
H 0.41 3.65 0.63
H -1.74 1.02 1.90
H -0.73 3.40 2.65
H -2.78 2.90 -0.74
H -3.20 2.73 0.95
C -2.79 1.87 3.83
C -1.32 2.04 4.08
C -0.84 1.89 5.35
C 0.53 1.95 5.59
C 1.44 2.26 4.58
C 1.03 2.53 3.30
C 2.04 3.16 2.39
C -0.42 2.38 2.94
N 0.02 0.40 1.25
C -0.11 -0.85 1.97
C -0.09 -0.89 3.44
C 0.10 -1.96 1.14
C 0.27 -3.32 1.76
N 0.12 -1.78 -0.17
C 0.44 -2.80 -1.09
C -0.60 -3.47 -1.76
C -2.03 -3.25 -1.35
C -0.28 -4.37 -2.77
C 1.04 -4.62 -3.11
C 2.06 -3.98 -2.43
C 1.78 -3.07 -1.42
C 2.89 -2.37 -0.68
H -3.34 1.90 4.76
H -2.99 0.91 3.34
H -3.18 2.64 3.15
H -1.53 1.67 6.16
H 0.90 1.79 6.60
H 2.49 2.35 4.82
H 1.98 4.24 2.52
H 1.91 2.94 1.34
H 3.04 2.83 2.67
H -0.61 -0.03 3.87
H 0.91 -0.85 3.91
H -0.60 -1.78 3.82
H -0.59 -3.57 2.38
H 1.15 -3.33 2.41
H 0.39 -4.09 1.00
H -2.26 -3.81 -0.43
H -2.71 -3.60 -2.12
H -2.24 -2.20 -1.13
H -1.08 -4.88 -3.29
H 1.28 -5.32 -3.91
H 3.09 -4.17 -2.69
H 3.83 -2.47 -1.22
H 3.04 -2.80 0.32
H 2.68 -1.32 -0.53
N -1.35 -0.76 -4.54
C -1.59 -0.36 -3.27
N -0.49 -0.10 -2.62
C 0.55 -0.33 -3.51
C 1.93 -0.22 -3.33
C 2.73 -0.55 -4.41
C 2.19 -0.98 -5.63
C 0.82 -1.09 -5.81
C 0.02 -0.76 -4.73
H -2.05 -1.04 -5.20
H -2.58 -0.32 -2.83
H 2.34 0.11 -2.39
H 3.81 -0.48 -4.31
H 2.85 -1.24 -6.44
H 0.40 -1.43 -6.75
```

Mulliken population analysis, charges in e, atoms 1 to 2:
1. Co -0.040
2. O -0.440

---

The following is a quantum chemistry calculation of a cluster of 20 separate species, ClH38O23 in total in a non-equilibrium geometry, from OMol25.

Summary:
Highest occupied orbital energy in Ha: -0.2659
Total charge: -1
HOMO-LUMO gap in eV: 9.5

```
62
ClH38O23 ωB97M-V/def2-TZVPD
Cl 0.03 0.08 -0.16
O 1.54 -0.01 -0.08
O -0.53 -0.57 -1.39
O -0.49 -0.58 1.07
O -0.40 1.51 -0.17
O -1.50 -3.48 1.25
H -1.46 -4.43 1.39
H -1.29 -3.25 0.35
O 1.50 0.99 -2.95
H 1.67 1.49 -3.73
H 1.92 1.40 -2.18
O -2.61 0.68 2.78
H -2.40 -0.17 3.24
H -3.46 0.91 3.23
O 0.08 1.18 3.22
H -0.49 1.69 3.80
H -0.42 0.58 2.67
O 1.96 2.58 1.49
H 1.17 2.04 1.56
H 1.77 3.06 2.34
O 0.53 3.93 -1.59
H 0.04 4.47 -2.25
H -0.03 3.21 -1.34
O -2.85 2.66 0.20
H -2.43 3.26 0.80
H -2.14 2.01 0.14
O 3.16 2.55 -1.07
H 3.84 2.11 -0.58
H 2.42 2.60 -0.47
O 1.21 -3.01 0.24
H 2.09 -3.33 0.33
H 1.17 -2.63 -0.65
O -3.29 0.38 -2.09
H -3.28 -0.03 -1.23
H -2.77 -0.22 -2.64
O 3.07 0.37 2.75
H 2.53 -0.40 2.84
H 2.57 0.89 2.14
O -1.57 -2.88 -1.54
H -1.41 -1.96 -1.74
H -2.51 -2.89 -1.40
O -3.02 -0.57 0.43
H -3.31 0.08 1.10
H -2.11 -0.70 0.63
O -1.23 -1.49 3.96
H -1.68 -2.39 4.03
H -0.47 -1.73 3.43
O -0.15 -0.40 -4.66
H 0.25 0.16 -4.00
H -0.70 0.16 -5.20
O 4.06 -0.98 -0.26
H 3.11 -0.75 -0.27
H 4.09 -1.87 0.13
O 1.80 -2.04 -2.35
H 1.22 -2.21 -3.08
H 1.48 -1.12 -2.16
O -1.56 2.24 -2.95
H -2.17 1.59 -2.55
H -0.71 1.77 -3.09
O 1.53 -1.91 2.99
H 1.32 -1.83 2.02
H 1.31 -2.81 3.29
```

Mulliken population analysis, charges in e, atoms 1 to 2:
1. Cl -0.624
2. O 0.130

---

The following is a quantum chemistry calculation of the molecule C4H6N2O, from OMol25.

Summary:
SMILES string: [H]/N=C(\C)N1C=C1O
Highest occupied orbital energy in Ha: -0.3032
HOMO-LUMO gap in eV: 8.9

```
13
C4H6N2O ωB97M-V/def2-TZVPD
H 0.99 1.62 1.60
N 0.20 1.05 1.30
C 0.56 0.14 0.49
C 1.95 -0.11 -0.04
N -0.41 -0.80 0.07
C -1.15 -0.49 -1.28
C -1.70 -0.25 -0.14
O -2.69 0.09 0.66
H 1.95 -0.04 -1.13
H 2.27 -1.12 0.23
H 2.66 0.61 0.36
H -1.15 -0.96 -2.24
H -3.48 0.27 0.12
```

Mulliken population analysis, charges in e, atoms 1 to 2:
1. H 0.226
2. N -0.624

---

Taking the records one at a time from the top gives calculated total energy values of -3313.62716; -2213.36275; -340.63379 hartree.